[1]
21
Properties=species:S:1:pos:R:3:forces:R:3 method="wB97M-V/def2-TZVPD" mol_weight_da=147.6 spin_multiplicity=3 e_tot_ha=-805.0783 charge=+1 s2=2.01 homo_energy_ev="-10.6 / -14.0" e_above_lowest_kj_mol=134.3 e_lumo_ev="-3.4 / -5.6"
C 0.6268 0.2759 -1.4539 -2.273 -0.086 3.054
C -0.2255 1.5554 0.4553 -0.413 -0.326 -1.267
C -0.7410 -0.3974 -1.2877 -1.733 0.462 -1.792
C -1.0607 0.4107 0.9897 -2.409 0.744 -0.350
C 0.1760 -1.5845 0.6029 -0.956 -2.788 -0.296
C 1.7033 0.3408 0.6967 2.059 1.139 -1.496
N 0.9231 1.0562 -0.2465 1.183 -1.575 0.599
N -0.9251 -0.7610 0.1101 0.511 -2.694 1.085
Cl 3.2568 -0.3441 0.1519 -1.402 0.584 0.542
H 1.2440 -0.5479 -1.4063 1.996 -1.320 -0.712
H 0.7233 0.8672 -2.2727 0.165 1.387 -2.672
H -0.8616 2.0865 -0.2429 0.181 0.539 -0.033
H 0.1401 2.1885 1.2109 -0.014 0.963 1.057
H -1.7056 0.1509 -1.4553 1.177 0.204 -0.611
H -0.8032 -1.3006 -1.9340 0.069 0.456 0.586
H -0.8972 0.0917 2.0131 -0.018 0.157 0.038
H -2.1128 0.6789 0.7776 0.250 0.172 1.042
H 0.5269 -2.3257 -0.1218 0.049 0.419 0.226
H 0.1560 -1.9123 1.6517 -0.047 0.628 -0.500
H 1.6782 0.7997 1.6468 0.538 0.256 1.073
H -1.8219 -1.3288 0.1143 1.086 0.679 0.428

[2]
26
Properties=species:S:1:pos:R:3:forces:R:3 method="wB97M-V/def2-TZVPD" mol_weight_da=353.1 spin_multiplicity=8 e_tot_ha=-1635.3887 charge=+2 s2=15.76 homo_energy_ev="-13.0 / -15.3" e_lumo_ev="-8.2 / -12.1"
N 2.4989 0.4273 2.5289 -10.081 -3.204 -6.525
C 1.4206 0.1033 1.8447 6.469 2.358 4.452
C -0.0428 -0.2547 1.1173 0.628 0.388 1.064
C -0.7486 1.0396 0.4044 1.173 0.163 0.610
C -0.1253 1.4764 -1.0442 -0.622 2.048 -0.871
N -0.2114 3.0171 -1.0928 -1.035 -1.408 0.278
N 1.3337 1.1442 -1.2522 -1.924 -0.733 0.574
N -1.0507 0.9939 -2.1552 0.630 -0.621 1.648
C 0.0665 -1.5969 0.1795 -1.962 -0.688 0.482
C -1.2744 -2.5438 0.4970 -6.859 -3.872 0.704
N -2.3710 -3.2181 0.6671 9.961 6.141 -1.440
P 1.5817 -2.7088 0.5960 -0.700 0.408 -0.499
O 1.1270 -4.2067 0.2476 0.478 0.380 -0.018
H -0.7530 -0.5542 2.0296 1.567 0.196 -1.322
H -1.9168 0.8511 0.2959 2.574 -0.055 -1.563
H -0.6065 1.9646 1.1365 -0.037 -1.549 -1.122
H -0.3171 3.3348 -2.1031 0.182 -0.725 1.744
H -1.0499 3.3476 -0.5346 1.265 -0.405 -1.174
H 1.9541 1.5162 -0.5008 -0.832 -0.339 -0.924
H 1.5039 0.1375 -1.4632 -0.030 1.308 0.222
H -0.9440 -0.0262 -2.3453 -0.431 1.070 0.066
H -2.0503 1.2284 -1.8744 1.776 -0.594 -0.677
H 0.0417 -1.4032 -0.9737 0.158 -0.330 2.229
H 1.9606 -2.6891 1.9856 -0.196 0.161 -0.770
H 2.6949 -2.3995 -0.3083 -0.810 -0.333 0.828
Eu -2.7215 1.0193 2.1175 -1.344 0.237 2.005

[3]
41
Properties=species:S:1:pos:R:3:forces:R:3 method="wB97M-V/def2-TZVPD" mol_weight_da=551.1 spin_multiplicity=7 e_tot_ha=-4021.9666 charge=+1 s2=12.01 homo_energy_ev="-13.2 / -13.1" e_lumo_ev="-3.4 / -9.2"
Fe -17.8562 11.4756 -17.7244 -0.019 -1.403 -0.121
C -19.4487 10.5946 -21.7377 -0.535 0.845 1.058
F -18.4886 10.9211 -22.6210 -1.296 -0.835 0.101
F -20.6508 10.2293 -22.2408 1.787 0.969 -0.165
F -19.0361 9.5503 -21.0183 0.461 -0.154 0.176
S -19.6454 12.1918 -20.6066 -1.110 3.979 -3.661
O -18.9701 13.2720 -21.4130 -0.788 -3.132 2.410
O -21.0688 12.4178 -20.4543 1.226 -1.061 0.289
O -18.9950 11.9595 -19.2807 0.980 -0.689 0.479
C -17.1873 8.6143 -14.3674 -1.063 3.135 1.346
F -17.0587 8.3331 -13.0730 -0.204 -0.036 -0.554
F -16.4478 7.8609 -15.0731 1.590 -1.363 -1.335
F -18.4534 8.4717 -14.7650 -0.694 -0.390 0.082
S -16.7847 10.4924 -14.5688 2.893 -0.113 3.018
O -17.5222 11.2353 -13.5942 -1.285 -0.329 -0.525
O -15.3556 10.5590 -14.3259 -1.008 -0.468 -1.217
O -17.1754 10.8366 -15.9644 -0.374 0.287 -1.987
C -15.1211 10.3355 -19.2760 -2.149 0.545 1.260
O -15.4722 9.4225 -20.3100 -0.283 0.006 1.410
O -16.3630 10.7299 -18.8121 2.024 -0.459 -0.416
C -14.1348 9.6961 -18.1958 0.891 -0.681 2.305
F -13.9175 8.3598 -18.3288 0.029 1.327 -1.045
F -12.9654 10.3874 -18.1360 -0.651 -0.739 -1.388
F -14.5905 9.8196 -16.9507 -1.058 0.312 -0.595
C -14.8038 9.3828 -21.4897 -0.758 -2.232 -2.863
C -15.4404 8.2115 -22.3695 1.109 -0.097 0.689
H -15.5735 8.4748 -23.4188 -0.183 0.249 0.278
H -14.7591 7.3607 -22.3573 0.416 0.120 -0.053
H -16.3257 7.7463 -21.9360 -0.314 0.744 0.027
H -13.7267 9.2614 -21.3749 0.355 0.141 0.460
H -14.9204 10.2715 -22.1099 -0.217 0.762 0.232
H -14.6023 11.1847 -19.7209 0.293 0.197 -0.138
O -18.8781 9.7258 -17.7133 -0.210 -0.655 -0.063
H -19.8165 9.5374 -17.7215 -0.576 0.319 -0.156
H -18.4608 8.8710 -17.8203 0.511 -0.328 0.067
O -17.1026 13.2829 -17.8392 0.484 0.865 0.279
H -16.2361 13.5642 -17.5456 0.575 -0.136 0.445
H -17.4766 14.0572 -18.2597 -0.594 0.226 -0.591
O -19.4903 12.1958 -16.6849 -0.219 0.210 -0.005
H -19.9488 11.7343 -15.9828 -0.001 -0.472 0.477
H -19.5455 13.1197 -16.4409 -0.036 0.536 -0.012

[4]
31
Properties=species:S:1:pos:R:3:forces:R:3 method="wB97M-V/def2-TZVPD" mol_weight_da=289.2 spin_multiplicity=1 e_tot_ha=-1176.6408 charge=0 homo_energy_ev=-10.2 e_above_lowest_kj_mol=541.5 e_lumo_ev=-0.1
C -17.9692 -18.1325 20.3834 2.005 -5.032 0.731
N -17.8490 -18.7239 19.0113 1.909 -0.211 2.556
O -17.3900 -19.8666 18.9632 -1.474 3.151 1.639
O -18.0800 -18.0100 18.0548 -0.095 0.834 0.587
H -17.5836 -18.7958 21.1576 0.178 -1.037 -0.624
H -19.0337 -17.9814 20.5626 0.961 -2.152 -0.126
H -17.3330 -17.2556 20.5029 0.163 -0.793 -0.782
C -17.9334 -20.1231 16.5190 -0.920 -0.547 -0.326
N -17.0778 -21.0858 17.3153 -1.412 -0.858 -0.703
O -15.8751 -20.8966 17.2616 -0.826 -1.203 -0.148
O -17.6976 -21.8466 18.0823 1.621 -0.036 -2.368
H -18.7561 -20.5858 15.9738 0.462 -0.716 -0.030
H -17.3598 -19.4787 15.8529 0.297 -0.354 0.309
H -18.4198 -19.5150 17.2817 0.146 -0.790 -1.335
C -14.8002 -19.2569 19.1207 -0.008 0.693 0.809
N -13.6714 -20.2200 19.2719 0.225 -0.853 -2.282
O -13.1327 -20.6141 18.2344 -0.347 0.656 1.037
O -13.3841 -20.6170 20.3741 -0.120 0.328 0.455
H -15.1581 -19.0849 18.1056 0.775 -0.424 0.088
H -14.4557 -18.3115 19.5397 0.050 -0.075 0.184
H -15.6316 -19.6556 19.7020 0.690 0.094 0.139
C -20.3404 -13.3723 20.3910 0.108 -0.170 -1.451
C -20.2414 -13.8582 18.8556 0.300 1.812 1.690
O -19.7219 -15.1288 18.9629 -1.144 -0.571 -0.681
C -19.3508 -15.3946 20.2057 0.688 -1.121 0.977
O -18.8793 -16.4801 20.5076 -4.351 9.894 0.097
O -19.5320 -14.3658 21.0296 -0.345 0.263 0.218
F -19.2714 -13.1554 18.2063 -0.056 0.677 -0.157
H -21.3441 -13.3400 20.8147 -0.114 -0.621 -0.200
H -19.9609 -12.3647 20.5608 0.538 -0.237 -0.294
H -21.1673 -13.7391 18.2929 0.097 -0.599 -0.011

[5]
24
Properties=species:S:1:pos:R:3:forces:R:3 method="wB97M-V/def2-TZVPD" mol_weight_da=281.1 spin_multiplicity=1 smiles="[H]/N=C(/I)[C@H](C#[N+]CCN)C(N)=[NH2+]" e_tot_ha=-806.5731 charge=+2 homo_energy_ev=-17.0 e_above_lowest_kj_mol=42.4 e_lumo_ev=-8.6
H 0.6562 1.0191 -4.1224 -0.423 -1.696 -2.255
N 0.9080 1.4384 -3.2947 -0.241 1.487 3.111
C 0.5854 1.1823 -2.1374 0.051 -0.758 -0.189
I 0.8171 2.4887 -0.5535 0.218 0.985 0.095
C 0.1071 -0.3513 -1.5535 -0.495 -0.859 -2.233
C -0.8637 -0.3062 -0.4852 -2.444 2.775 0.579
N -1.7152 0.1719 0.1687 4.292 -2.394 -4.334
C -2.4292 0.2766 1.2690 -4.700 -0.129 5.600
C -1.6271 -0.1876 2.5457 -0.011 -0.210 0.583
N -0.2862 0.4189 2.3534 -0.982 -0.703 0.013
C 1.4411 -0.8874 -1.0439 -0.628 0.209 -1.376
N 1.7657 -0.6145 0.1709 0.422 0.501 1.728
N 2.2823 -1.4181 -1.9003 -0.306 -0.039 -0.036
H -0.4147 -0.8896 -2.4825 1.441 0.751 1.998
H -3.3438 -0.4284 1.2249 1.087 1.371 -0.242
H -2.7915 1.3303 1.6530 0.658 -1.665 -1.919
H -2.2943 0.2491 3.3488 1.150 -0.358 -0.470
H -1.5565 -1.2924 2.7836 -0.103 1.149 -0.843
H -0.5116 1.3485 1.9982 0.952 0.272 0.867
H 0.2714 0.3815 3.2081 -0.233 0.523 -0.273
H 1.0917 -0.0914 0.8039 0.919 -0.847 -0.169
H 2.7658 -0.7074 0.4247 -1.054 0.098 0.286
H 1.9402 -1.4172 -2.8857 1.402 -0.612 1.059
H 3.2021 -1.7136 -1.4938 -0.972 0.148 -1.580

[6]
21
Properties=species:S:1:pos:R:3:forces:R:3 method="wB97M-V/def2-TZVPD" mol_weight_da=306.1 spin_multiplicity=1 e_tot_ha=-1887.6403 charge=0 homo_energy_ev="-5.8 / -5.8" e_above_lowest_kj_mol=155.3 e_lumo_ev="-1.1 / -1.1"
C -0.9088 0.3108 -2.0257 0.250 -1.019 0.676
C 0.1739 0.1132 -2.9232 0.308 0.341 1.818
C 0.9226 -0.9763 -2.3889 -0.811 -1.315 -1.351
C 0.1155 -1.6913 -1.4603 1.032 1.497 0.815
C -0.9196 -0.8031 -1.0805 -0.226 0.724 -1.047
Lu 0.6528 2.0289 1.6490 2.564 2.164 -0.664
P -1.8482 1.8867 1.1173 -1.393 -0.752 0.848
H -1.6198 1.1283 -2.0169 -0.074 -0.047 -0.217
H 0.4514 0.7478 -3.7682 -0.032 -0.158 0.446
H 1.8446 -1.3730 -2.8054 -0.180 0.010 -0.166
H -1.6758 -1.0003 -0.3311 -0.386 -0.112 -0.136
H 0.3210 -2.6716 -1.0358 0.090 0.242 0.032
H -3.0270 1.0945 1.4575 0.559 0.469 -0.397
H -2.4185 3.1712 1.0857 -0.064 -0.006 0.205
H -1.2334 2.0792 2.5260 -1.438 -0.040 -0.513
C 1.9022 -0.7455 2.1101 0.536 -0.802 0.139
O 0.7151 -0.0360 1.7491 -1.085 -0.936 0.375
H 2.6472 0.0224 2.3382 -0.039 -0.159 -0.026
H 2.2384 -1.3575 1.2731 -0.109 0.143 -0.063
H 1.7545 -1.3757 2.9951 -0.163 0.288 -0.184
H -0.0882 -0.5527 1.5349 0.659 -0.532 -0.589

[7]
19
Properties=species:S:1:pos:R:3:forces:R:3 method="wB97M-V/def2-TZVPD" mol_weight_da=98.2 spin_multiplicity=1 smiles="C=CC1([NH2+]C)CC1" e_tot_ha=-290.2297 charge=+1 homo_energy_ev=-13.8 e_above_lowest_kj_mol=242.0 e_lumo_ev=-3.3
C -2.3477 1.1351 -0.0734 1.136 -1.489 -1.691
C -1.2006 0.8178 0.5234 0.123 -1.113 -1.095
C -0.1933 -0.2892 0.2441 -1.284 1.036 -0.631
N 1.2032 0.1307 0.5691 -1.840 -1.704 1.305
C 1.9594 0.8435 -0.3768 1.931 5.570 -0.368
C -0.4338 -1.2887 -0.8358 -0.610 0.662 -2.654
C -0.6392 -1.7072 0.5140 0.751 -1.322 3.325
H -2.9819 1.8457 0.3791 -0.631 0.700 0.293
H -2.6535 0.6986 -1.0634 0.221 0.441 1.195
H -0.9944 1.2838 1.4308 0.304 0.982 1.663
H 1.1718 0.5679 1.4624 -0.156 0.932 1.032
H 1.7458 -0.6889 0.7594 0.280 -1.064 0.220
H 2.0925 0.1980 -1.1687 0.785 -1.097 -1.893
H 1.4904 1.8423 -0.7949 0.448 -2.188 1.142
H 2.9513 1.1871 0.1389 -1.656 -0.893 -1.204
H 0.3911 -1.7209 -1.4134 -0.470 0.346 0.041
H -1.4134 -1.0788 -1.3383 1.470 -0.350 -0.184
H -1.7095 -1.7063 0.8084 1.129 -0.611 0.368
H 0.1525 -2.4071 1.0154 -1.931 1.162 -0.865

[8]
19
Properties=species:S:1:pos:R:3:forces:R:3 method="wB97M-V/def2-TZVPD" mol_weight_da=98.2 spin_multiplicity=1 smiles="C=C(C)C=[N+](C)C" e_tot_ha=-290.2202 charge=+1 homo_energy_ev=-14.2 e_above_lowest_kj_mol=267.1 e_lumo_ev=-5.3
C 0.0436 -0.2231 2.9801 -1.286 -1.946 -1.887
C 0.0252 0.1022 1.6423 -0.613 2.410 -1.200
C 0.3271 1.5894 1.3046 2.382 -3.814 -2.157
C -0.5907 -0.5207 0.3489 1.988 -1.476 -0.946
N -0.2643 -0.5880 -0.9774 -0.083 2.144 5.147
C 0.9314 0.0955 -1.4862 1.055 -0.194 2.022
C -1.0460 -1.3780 -1.9083 0.073 0.383 -0.806
H 0.3864 0.4798 3.7556 -0.074 -0.262 -0.768
H -0.3548 -1.2147 3.3575 0.739 1.209 -0.533
H -0.4494 2.2258 1.3272 -3.037 1.924 -0.084
H 0.9082 1.6771 0.3684 -0.674 0.143 0.349
H 1.0066 1.8614 1.9943 2.233 1.415 2.595
H -1.3758 -1.1776 0.5714 -1.522 -0.722 0.096
H 0.7162 1.1268 -1.5602 -0.375 1.210 -0.363
H 1.7857 0.0439 -0.7240 -1.156 -0.424 -1.327
H 1.1701 -0.2663 -2.4538 0.447 -0.560 -0.622
H -0.6851 -2.3433 -1.7106 -0.045 -1.773 -0.174
H -2.1254 -1.3143 -1.8488 -0.031 0.218 0.544
H -0.7574 -1.1165 -2.9249 -0.019 0.118 0.115

[9]
19
Properties=species:S:1:pos:R:3:forces:R:3 method="wB97M-V/def2-TZVPD" mol_weight_da=98.2 spin_multiplicity=3 e_tot_ha=-289.9921 charge=+1 s2=2.01 homo_energy_ev="-10.3 / -14.3" e_above_lowest_kj_mol=422.1 e_lumo_ev="-3.1 / -6.8"
C 2.3863 1.1151 -0.5804 0.050 -0.292 0.957
C 1.9393 0.3612 0.3950 3.207 0.717 -1.320
C -0.7227 -1.5434 1.0749 -0.083 2.204 -2.333
C -0.1848 -1.9975 -0.2320 3.496 0.092 1.691
C 0.0104 -0.5979 0.2023 -4.039 -1.534 0.317
C -1.6831 1.3433 0.0536 -1.283 -1.609 -0.812
N -0.6853 0.4410 -0.5860 2.315 -0.527 -0.524
H 3.2303 1.6725 -0.2000 0.194 1.155 -0.483
H 2.1090 1.1670 -1.6226 0.174 -0.194 -0.268
H 2.3968 0.2410 1.3482 -0.108 -0.327 0.919
H -1.7008 -1.2778 1.1936 -2.795 0.085 0.252
H -0.2688 -1.7144 1.9526 1.808 -1.407 2.897
H 0.6916 -2.6632 -0.1242 -0.625 0.192 -0.497
H -0.7667 -2.0453 -1.0725 -1.514 -0.912 -1.936
H -2.2736 0.8316 0.8419 0.305 -0.057 -0.916
H -1.2724 2.1684 0.5195 1.350 1.643 0.650
H -2.2675 1.6357 -0.8164 -0.535 0.372 0.537
H 0.2018 0.9501 -0.9893 -2.210 -0.366 0.615
H -1.1397 -0.0874 -1.3581 0.292 0.766 0.255

[10]
20
Properties=species:S:1:pos:R:3:forces:R:3 method="wB97M-V/def2-TZVPD" mol_weight_da=112.2 spin_multiplicity=1 smiles="C=C=C=N.CN(C)C" e_tot_ha=-345.1954 charge=0 homo_energy_ev=-8.4 e_above_lowest_kj_mol=347.8 e_lumo_ev=0.2
C 0.6986 1.8934 1.3622 -0.077 -0.448 -0.245
C -0.5961 1.9952 1.5275 0.227 -0.202 0.167
C -1.8445 1.8332 1.7753 0.247 0.759 0.658
N -2.9021 2.0689 2.3701 -0.527 0.191 -0.446
H 1.0857 1.0181 0.8490 0.054 0.145 -0.181
H 1.4066 2.6228 1.7361 -0.128 0.133 0.126
H -3.7272 1.5214 2.1462 0.195 -0.428 0.008
C -0.9056 -1.2454 -0.7323 0.210 0.159 0.022
N 0.4001 -0.6407 -0.5396 0.508 0.485 -1.101
C 1.3623 -1.6209 -0.0675 -0.008 0.063 -0.297
C 0.8739 -0.0089 -1.8156 -0.302 -1.015 0.913
H -1.5994 -0.4828 -1.0837 -0.118 -0.030 0.099
H -1.2476 -1.6513 0.2196 -0.136 0.024 -0.029
H -0.8860 -2.0578 -1.4737 0.010 -0.090 -0.048
H 2.3420 -1.1580 0.0423 0.020 0.096 0.197
H 1.5003 -2.4529 -0.7742 -0.105 -0.127 -0.055
H 1.0351 -2.0306 0.8876 0.053 0.021 0.045
H 0.1663 0.7490 -2.1443 0.024 0.068 0.088
H 1.8657 0.4178 -1.6817 -0.047 0.197 0.174
H 0.9719 -0.7706 -2.6031 -0.099 0.000 -0.094